{"formula": "C74H168As5F30N3OP3", "method": "ωB97M-V/def2-TZVPD", "species": ["C", "C", "C", "C", "P", "C", "C", "C", "C", "C", "C", "C", "C", "C", "C", "C", "C", "H", "H", "H", "H", "H", "H", "H", "H", "H", "H", "H", "H", "H", "H", "H", "H", "H", "H", "H", "H", "H", "H", "H", "H", "H", "H", "H", "H", "H", "H", "H", "H", "H", "H", "H", "H", "C", "C", "C", "C", "P", "C", "C", "C", "C", "C", "C", "C", "C", "C", "C", "C", "C", "H", "H", "H", "H", "H", "H", "H", "H", "H", "H", "H", "H", "H", "H", "H", "H", "H", "H", "H", "H", "H", "H", "H", "H", "H", "H", "H", "H", "H", "H", "H", "H", "H", "H", "H", "H", "C", "C", "C", "C", "P", "C", "C", "C", "C", "C", "C", "C", "C", "C", "C", "C", "C", "H", "H", "H", "H", "H", "H", "H", "H", "H", "H", "H", "H", "H", "H", "H", "H", "H", "H", "H", "H", "H", "H", "H", "H", "H", "H", "H", "H", "H", "H", "H", "H", "H", "H", "H", "H", "C", "C", "N", "C", "C", "C", "C", "C", "O", "C", "H", "H", "H", "H", "H", "H", "H", "H", "H", "H", "H", "H", "H", "H", "H", "H", "H", "H", "H", "H", "C", "C", "C", "C", "N", "C", "C", "C", "C", "C", "H", "H", "H", "H", "H", "H", "H", "H", "H", "H", "H", "H", "H", "H", "H", "H", "H", "H", "H", "H", "C", "C", "C", "C", "N", "C", "C", "C", "C", "C", "H", "H", "H", "H", "H", "H", "H", "H", "H", "H", "H", "H", "H", "H", "H", "H", "H", "H", "H", "H", "As", "F", "F", "F", "F", "F", "F", "As", "F", "F", "F", "F", "F", "F", "As", "F", "F", "F", "F", "F", "F", "As", "F", "F", "F", "F", "F", "F", "As", "F", "F", "F", "F", "F", "F"], "positions_angstrom": [[-3.6615, -0.5261, 3.8841], [-2.7130, -1.7524, 3.7900], [-2.1798, -2.1868, 5.1816], [-1.1727, -3.3208, 4.8963], [-0.2882, -3.9621, 6.3239], [1.1159, -2.8960, 6.7681], [0.7640, -1.4380, 7.1673], [1.7987, -0.7636, 8.1239], [3.1325, -0.7065, 7.4810], [0.4019, -5.5866, 5.8940], [1.5436, -5.4785, 4.7378], [1.6746, -6.9102, 4.0792], [2.7778, -7.0541, 3.1186], [-1.5141, -4.2265, 7.6965], [-1.1465, -5.0730, 8.9842], [-2.3687, -5.2772, 9.9413], [-1.9581, -6.1056, 11.1751], [-4.3204, -0.4474, 3.0194], [-3.2530, 0.4714, 4.0464], [-4.5360, -0.6646, 4.5200], [-1.9209, -1.5171, 3.0792], [-3.1278, -2.5645, 3.1929], [-3.0363, -2.5345, 5.7591], [-1.7542, -1.3618, 5.7528], [-0.3650, -3.1574, 4.1828], [-1.7930, -4.0844, 4.4269], [1.7299, -2.8745, 5.8676], [1.6112, -3.5308, 7.5028], [-0.2470, -1.4747, 7.5731], [0.5630, -0.8275, 6.2870], [1.6683, -1.2589, 9.0860], [1.4960, 0.2511, 8.3827], [3.2878, -1.6973, 7.0541], [4.0277, -0.4918, 8.0646], [3.1741, 0.0517, 6.6990], [-0.4371, -6.1501, 5.4858], [0.8054, -6.1345, 6.7456], [2.5386, -5.2360, 5.1110], [1.2601, -4.7638, 3.9652], [0.6841, -7.1057, 3.6685], [1.7271, -7.5122, 4.9864], [3.6464, -6.7500, 3.7028], [2.7917, -6.4904, 2.1858], [2.9583, -8.1022, 2.8797], [-2.3806, -4.7029, 7.2380], [-1.7800, -3.2484, 8.0974], [-0.2629, -4.5921, 9.4040], [-0.7980, -6.0813, 8.7605], [-3.1144, -5.7967, 9.3395], [-2.9179, -4.3560, 10.1358], [-1.0448, -5.7225, 11.6302], [-1.6190, -7.0928, 10.8613], [-2.6707, -6.1072, 11.9999], [4.6756, 0.6183, -1.5040], [3.2423, 0.3821, -1.8349], [2.2905, 1.4251, -1.1163], [0.7908, 1.3524, -1.5031], [-0.3335, 0.5452, -0.3352], [-0.3758, -1.2737, -0.5919], [-1.6000, -2.1617, -0.0907], [-2.6658, -2.6360, -1.1526], [-4.0181, -3.0834, -0.4827], [0.3099, 0.8290, 1.3449], [0.4526, 2.2999, 1.9354], [0.8953, 2.2050, 3.3989], [0.7408, 3.5580, 4.2245], [-1.9568, 1.3237, -0.6046], [-3.1512, 1.0142, 0.3785], [-4.3235, 1.9311, 0.0443], [-5.5945, 1.6621, 0.9044], [5.0323, 1.6479, -1.4772], [5.3273, 0.0924, -2.2017], [4.9340, 0.3639, -0.4760], [2.9798, -0.6427, -1.5721], [3.0335, 0.3502, -2.9043], [2.6132, 2.4037, -1.4715], [2.5405, 1.5061, -0.0585], [0.4671, 0.8943, -2.4378], [0.3889, 2.3634, -1.5683], [0.5591, -1.6496, -0.1762], [-0.3285, -1.3927, -1.6744], [-2.2147, -1.6676, 0.6617], [-1.0929, -3.0098, 0.3693], [-2.3191, -3.4996, -1.7201], [-2.8947, -1.8430, -1.8646], [-3.8897, -3.6148, 0.4603], [-4.5241, -3.5732, -1.3147], [-4.6059, -2.1863, -0.2886], [1.2180, 0.2416, 1.4803], [-0.3992, 0.2711, 1.9564], [-0.3518, 3.0143, 1.7599], [1.2674, 2.7893, 1.4018], [1.9348, 1.8809, 3.4486], [0.3266, 1.3933, 3.8526], [1.4450, 4.3495, 3.9680], [0.9749, 3.2086, 5.2301], [-0.2713, 3.9625, 4.2328], [-2.2396, 1.2688, -1.6559], [-1.6952, 2.3494, -0.3443], [-2.8970, 1.1219, 1.4330], [-3.3804, -0.0199, 0.1210], [-4.5539, 1.8654, -1.0191], [-3.9689, 2.9415, 0.2477], [-6.3633, 2.3971, 0.6659], [-5.3374, 1.6772, 1.9635], [-6.0348, 0.6936, 0.6674], [-4.0076, 2.5198, -4.1039], [-3.7310, 3.7878, -3.2057], [-2.9990, 4.9682, -3.9032], [-1.5683, 4.5096, -4.3317], [-0.6866, 5.4029, -5.6801], [0.9226, 4.4954, -5.7087], [1.7245, 4.5168, -4.3351], [3.0906, 3.7305, -4.3635], [4.2688, 4.3097, -5.1530], [-1.6996, 5.1562, -7.1953], [-2.0984, 3.6408, -7.3338], [-2.7215, 3.4912, -8.7072], [-4.0938, 4.1838, -9.0574], [-0.3681, 7.1176, -5.2767], [-1.6573, 7.9142, -5.0836], [-1.4957, 9.4948, -4.9732], [-0.7477, 9.9861, -3.7728], [-4.4523, 1.6670, -3.5909], [-3.0712, 2.1702, -4.5387], [-4.7042, 2.7314, -4.9150], [-3.1041, 3.5237, -2.3540], [-4.6798, 4.0034, -2.7142], [-2.9287, 5.7424, -3.1391], [-3.5658, 5.3954, -4.7305], [-1.4859, 3.4448, -4.5497], [-0.8501, 4.5742, -3.5143], [1.4133, 4.9458, -6.5715], [0.7552, 3.4758, -6.0557], [1.0703, 4.0086, -3.6266], [1.8724, 5.5185, -3.9316], [2.7940, 2.7874, -4.8224], [3.4313, 3.6757, -3.3295], [4.0345, 4.4689, -6.2056], [5.0586, 3.5650, -5.0544], [4.5252, 5.2890, -4.7487], [-1.1840, 5.5956, -8.0492], [-2.6098, 5.7422, -7.0680], [-2.8224, 3.3503, -6.5725], [-1.1840, 3.0945, -7.1026], [-2.8359, 2.4242, -8.8982], [-1.9975, 3.7811, -9.4686], [-4.4544, 3.8769, -10.0392], [-3.9728, 5.2483, -9.2583], [-4.8589, 4.0155, -8.2995], [0.1119, 7.5242, -6.1669], [0.2299, 7.0915, -4.3657], [-2.2161, 7.5804, -4.2093], [-2.2997, 7.7538, -5.9494], [-2.5168, 9.7694, -4.7086], [-1.1038, 9.9478, -5.8839], [-1.0808, 9.6599, -2.7876], [-0.8139, 11.0741, -3.7722], [0.3155, 9.7720, -3.8819], [10.1892, 1.6754, -5.3819], [9.8055, 0.8450, -6.6289], [8.3578, 0.2806, -6.7158], [7.3059, 1.4460, -7.0200], [8.1664, -0.7106, -7.9063], [9.2463, -1.8076, -8.0734], [8.0592, -0.3964, -5.2976], [6.6803, -1.1902, -5.1559], [5.6695, -0.3183, -5.3846], [4.3580, -0.8793, -5.2581], [11.1598, 2.1706, -5.4110], [10.1078, 1.0986, -4.4607], [9.4803, 2.4558, -5.1053], [10.5272, 0.0283, -6.6396], [10.0309, 1.4400, -7.5139], [6.3346, 1.0293, -7.2866], [7.7244, 1.9984, -7.8613], [7.0894, 2.1984, -6.2617], [8.1270, -0.1138, -8.8176], [7.1752, -1.1624, -7.8672], [8.8660, -2.3965, -8.9081], [9.3950, -2.4293, -7.1905], [10.1911, -1.3535, -8.3721], [8.1197, 0.3654, -4.5204], [8.9511, -0.9885, -5.0925], [6.6181, -1.6758, -4.1821], [6.5816, -2.0393, -5.8321], [4.2396, -1.7044, -5.9604], [3.4780, -0.2454, -5.3674], [4.3917, -1.3432, -4.2723], [-5.6759, 4.5401, 3.7870], [-6.4529, 5.2791, 4.8151], [-7.6093, 4.6320, 5.5488], [-7.2895, 3.3589, 6.3756], [-8.4602, 2.5206, 6.9829], [-7.9322, 1.5706, 8.0836], [-7.7185, 0.2085, 7.4865], [-8.1186, 0.2760, 5.9999], [-8.9797, 1.5499, 5.9008], [-9.5098, 3.4388, 7.5790], [-6.3047, 4.3431, 2.9187], [-5.3605, 3.5575, 4.1381], [-4.8259, 5.1005, 3.3978], [-6.7999, 6.1614, 4.2773], [-5.6967, 5.4516, 5.5810], [-8.3679, 4.5149, 4.7750], [-7.9291, 5.3321, 6.3207], [-6.6973, 3.5662, 7.2669], [-6.6867, 2.6850, 5.7668], [-8.6023, 1.6793, 8.9364], [-6.8815, 1.8104, 8.2467], [-8.3890, -0.4542, 8.0337], [-6.7502, -0.2176, 7.7489], [-8.5448, -0.6875, 5.7205], [-7.2222, 0.3567, 5.3851], [-10.0349, 1.3529, 6.0902], [-8.8445, 1.9753, 4.9064], [-9.0294, 4.0367, 8.3535], [-10.2170, 2.7905, 8.0963], [-9.9773, 4.0504, 6.8073], [3.5837, -3.6077, -2.7021], [2.1047, -3.2210, -2.6734], [1.1807, -4.4449, -2.5796], [1.4219, -5.3450, -1.3763], [0.3105, -6.5301, -1.3392], [0.5687, -7.3452, -0.0054], [1.6890, -8.2880, -0.1849], [1.6583, -8.6441, -1.7106], [0.6030, -7.6891, -2.2880], [-1.1407, -6.1195, -1.4443], [4.0377, -2.6167, -2.7078], [3.9800, -4.1735, -3.5453], [3.9616, -4.2236, -1.8861], [1.9494, -2.6329, -3.5779], [1.9603, -2.5958, -1.7922], [1.4023, -5.1283, -3.3993], [0.1288, -4.1594, -2.5923], [1.1577, -4.7383, -0.5102], [2.4192, -5.7762, -1.2894], [-0.3275, -7.9050, 0.2620], [0.7758, -6.7135, 0.8584], [1.5844, -9.1573, 0.4643], [2.6349, -7.8513, 0.1354], [1.1797, -9.6222, -1.7586], [2.6175, -8.5493, -2.2195], [-0.2826, -8.2582, -2.5708], [0.8296, -7.2439, -3.2567], [-1.3025, -5.7414, -2.4537], [-1.4121, -5.3108, -0.7656], [-1.8738, -6.9154, -1.3132], [0.0793, 6.1864, -0.2175], [0.8086, 5.6806, 1.3587], [0.7343, 7.8180, 0.1494], [-0.7054, 6.7101, -1.6665], [-0.6473, 4.5930, -0.5131], [-1.4328, 6.6316, 0.6798], [1.5559, 5.7929, -1.2059], [8.6898, 1.2411, -0.9488], [8.7679, 0.6969, 0.7414], [7.1423, 2.1279, -0.5632], [8.5232, 1.8221, -2.6912], [10.2473, 0.3694, -1.4329], [7.7241, -0.2200, -1.3286], [9.5586, 2.7867, -0.6043], [-0.6253, -0.1139, -4.9744], [-0.3611, 1.5970, -4.5379], [0.9237, -0.5997, -4.2102], [-0.9464, -1.7937, -5.4926], [-2.1529, 0.4244, -5.6745], [0.2022, 0.2466, -6.5759], [-1.3850, -0.5052, -3.3735], [-2.9013, -6.5187, 2.5659], [-2.3709, -6.3306, 4.2995], [-1.4843, -5.5822, 2.1264], [-3.3078, -6.4648, 0.8118], [-4.3852, -7.5406, 2.7737], [-3.8011, -4.9499, 2.8285], [-1.9154, -7.9944, 2.4095], [3.4221, -2.7415, 2.0034], [2.1184, -3.8761, 1.5734], [3.8304, -3.7711, 3.3990], [4.5314, -1.4929, 2.6128], [2.9582, -1.6878, 0.6567], [2.2406, -1.9263, 3.0660], [4.6371, -3.6593, 1.0084]], "forces_ev_per_a": [[-1.30, -0.68, -0.79], [-0.14, 1.44, 0.14], [0.38, 0.05, -1.50], [-0.52, -0.34, 0.57], [-0.21, -1.14, 0.65], [-0.64, 0.29, -0.55], [-0.41, -0.08, 0.44], [-1.93, 0.37, 0.31], [1.27, -0.67, -0.53], [1.30, 0.63, -1.55], [-0.93, -1.25, 0.09], [-2.57, 1.84, 1.37], [1.76, -0.62, 0.29], [0.51, -0.58, 0.82], [-0.07, 0.31, -0.70], [0.58, 0.03, -0.67], [0.62, 0.62, -0.20], [0.71, 0.10, -1.01], [0.42, -0.27, 0.20], [0.46, -0.28, 1.26], [0.66, 0.51, 0.46], [-0.75, -0.36, 0.75], [0.09, -0.35, 0.08], [0.11, 0.22, -0.27], [-0.10, 0.79, -0.23], [0.29, -0.60, 0.23], [0.22, -0.28, -0.08], [0.36, 0.45, 0.39], [0.02, 0.19, 0.84], [0.64, -0.11, -0.39], [0.78, -0.46, 0.05], [-0.43, 0.16, -0.29], [0.54, 0.16, -0.39], [-0.37, -0.06, 0.61], [-0.30, -0.22, -0.28], [-0.08, -0.10, -0.03], [-0.08, 0.24, 0.19], [-0.24, 0.41, 0.31], [0.07, 0.19, 0.10], [-0.10, -0.26, -0.26], [0.55, -0.79, -0.37], [0.53, 0.11, -0.47], [-0.47, 0.31, 0.26], [-0.12, -0.13, -0.12], [-0.13, 0.24, -0.28], [-0.29, 0.17, -0.32], [-0.22, 0.15, 0.68], [-0.04, -0.05, -0.48], [0.01, -0.52, 0.02], [0.52, 0.36, 0.54], [0.08, 0.52, -0.06], [-0.63, -0.28, 0.09], [-0.28, -0.37, -0.38], [1.03, 0.41, 0.35], [-1.64, 0.30, 0.58], [0.83, -0.50, -1.75], [-0.55, -0.15, 0.80], [0.35, -0.42, 0.35], [-0.94, -0.06, -0.25], [0.05, 0.42, -0.73], [0.14, -0.05, 1.22], [1.06, 1.29, -1.01], [-1.19, 0.87, 0.52], [1.24, -0.75, -0.82], [-0.55, 1.35, -0.04], [0.29, -1.84, -0.07], [-0.01, 0.67, 1.88], [0.50, -0.68, -1.76], [-0.28, -0.12, 0.74], [0.65, -0.04, -0.85], [-0.43, 0.34, -0.67], [0.17, -0.14, 0.24], [-0.11, -0.72, -0.03], [-0.13, -0.06, 0.54], [0.06, 0.68, -0.23], [0.08, 0.10, -0.20], [-0.50, -0.52, 0.17], [0.92, -0.06, -0.28], [-0.06, 0.24, 0.16], [0.08, 0.02, 0.11], [0.20, 0.04, -0.09], [0.42, 0.11, 0.37], [-0.46, -0.23, 0.21], [0.37, 0.18, -0.13], [0.19, 0.03, -0.06], [-0.11, -0.49, -0.38], [-0.38, -0.64, 0.65], [-0.07, 0.11, 0.24], [0.33, 0.17, -0.32], [-0.31, -0.04, 0.34], [-0.59, -0.54, 0.15], [0.12, 0.00, -0.21], [0.07, 0.04, -0.07], [-0.23, 0.12, 0.44], [-0.06, -0.22, -0.31], [-0.02, 0.49, 0.33], [-0.02, -0.10, -0.22], [0.03, -0.15, 0.02], [0.13, 0.51, -0.55], [0.31, -0.16, -0.06], [-0.53, -0.16, 0.63], [-0.08, 0.01, -0.03], [-0.16, 0.27, -0.14], [0.05, 0.16, 0.24], [-0.12, 0.13, 0.07], [0.13, -0.17, 0.04], [0.68, 0.89, 0.25], [-0.25, -1.27, -0.54], [0.05, -0.81, 0.50], [0.02, 0.83, 0.06], [-0.50, -2.00, 1.05], [0.16, 0.69, -0.05], [0.13, -0.23, -0.88], [-1.29, 0.91, -0.66], [-0.95, 0.12, 0.09], [-0.03, -0.17, 1.21], [0.08, 2.00, 0.05], [-0.46, -0.98, -1.21], [1.18, 0.13, 0.16], [-0.80, 0.05, -0.16], [0.02, 1.36, -0.13], [-1.05, -1.99, 1.02], [1.36, 0.61, 0.08], [0.12, 0.13, 0.43], [-0.18, -0.14, -0.07], [0.04, 0.30, -0.11], [0.28, -0.29, -0.04], [-0.09, 0.83, -0.27], [0.24, 0.16, -0.14], [-0.09, -0.20, -0.18], [-0.32, 0.05, -0.51], [-0.24, 0.43, 0.47], [0.67, 0.28, 0.14], [-0.26, -0.22, 0.37], [0.20, -0.09, 0.14], [-0.05, 0.15, -0.22], [0.41, -0.53, 0.54], [-0.25, -0.59, 0.01], [-0.01, -0.18, -0.15], [0.35, 0.42, -0.08], [0.44, -0.15, 0.10], [0.12, -0.37, -0.20], [0.00, 0.19, 0.12], [0.02, 0.23, 0.15], [-0.22, -0.68, -0.73], [-0.20, -0.16, 0.09], [0.11, 0.24, -0.04], [0.00, -0.69, 0.19], [0.09, 0.28, 0.64], [0.00, 0.03, -0.06], [0.69, 0.11, 0.23], [0.35, 0.30, -0.17], [0.18, -0.03, 0.06], [-0.14, -0.08, -0.08], [-0.30, 0.47, -1.02], [-0.32, -0.07, -0.07], [-0.16, -0.38, -0.23], [0.01, 0.12, 0.10], [0.17, -0.11, 0.32], [-1.60, -0.05, 0.87], [0.56, 0.45, 0.27], [-1.42, 0.69, 1.02], [0.84, -0.39, -0.40], [0.79, 0.05, 0.44], [-0.61, 1.05, 0.06], [-0.68, -0.48, -0.53], [2.09, -0.29, -0.50], [-1.93, 2.32, -0.81], [0.89, -1.44, 0.71], [0.05, -0.45, -0.50], [0.58, -0.34, -0.09], [-0.21, 0.30, -0.60], [-0.52, -0.42, -0.16], [-0.56, -0.11, -0.26], [0.41, -0.39, 0.03], [0.05, -0.22, -0.11], [0.70, -0.63, 0.69], [0.30, 0.29, 0.15], [0.01, 0.17, 0.68], [0.25, -0.28, 0.10], [-0.13, 0.01, -0.08], [0.01, -0.20, 0.02], [-0.43, 0.41, -0.30], [-0.28, -0.53, -0.22], [0.35, 0.36, 0.60], [0.43, -0.25, -0.56], [0.03, -0.13, -0.34], [0.72, 0.68, 0.03], [-0.72, 0.04, 0.20], [-0.48, -1.52, -1.28], [1.35, 0.17, 0.92], [-0.72, -0.48, 0.60], [0.30, -0.43, -0.20], [0.35, -0.14, -0.98], [1.44, 1.04, -0.84], [-1.65, -1.41, 0.60], [0.94, 0.11, 0.80], [0.04, -0.42, -0.18], [0.39, -0.82, -0.05], [-0.07, -0.13, -0.24], [0.40, -0.02, 0.00], [0.04, 0.00, 0.36], [-0.08, 0.43, 0.86], [-0.08, 1.11, 0.16], [-0.56, -0.49, 0.40], [-0.43, 0.40, -0.45], [0.09, 0.55, -0.22], [-0.18, -0.36, 0.11], [0.40, -0.24, -0.03], [-0.46, 1.22, 0.89], [-0.29, -0.30, -0.32], [0.21, 0.37, -0.56], [-0.60, 0.45, -0.22], [0.00, 0.26, -0.08], [0.06, 0.09, 0.07], [-0.29, 0.39, 0.23], [0.09, 0.17, -0.26], [-0.24, 0.14, -0.30], [0.10, -0.14, 0.14], [0.42, 0.33, 0.17], [0.46, -1.42, 0.22], [0.44, -0.83, -0.51], [-2.36, 0.36, 0.27], [1.08, -2.12, 1.99], [-1.19, 1.14, 1.07], [1.45, -0.30, -1.06], [-0.86, 0.49, 0.97], [0.14, 0.82, -1.67], [0.22, 0.92, -0.68], [0.84, -0.36, 0.30], [-0.62, 0.22, -0.69], [-0.23, 0.55, 0.62], [-0.62, -0.07, 0.17], [-0.09, 0.15, -0.09], [-0.31, 0.40, -0.78], [0.05, 0.09, -0.15], [0.34, -0.45, 0.51], [-0.31, -0.21, -0.03], [-0.38, 0.31, -0.47], [-0.33, 0.62, -0.34], [-0.27, -0.03, -0.18], [0.09, 0.16, -0.31], [0.74, -0.22, -0.50], [-0.13, -0.37, 0.16], [-0.49, 0.33, 0.87], [0.60, 0.08, 0.03], [0.16, 0.00, -0.06], [0.44, -0.18, 0.28], [0.68, -0.39, 0.37], [0.59, 1.30, 2.16], [-0.67, -0.15, -1.95], [-0.65, -1.54, -0.82], [0.10, 0.26, -0.46], [0.77, 0.26, 0.23], [1.32, -0.53, -0.75], [-1.66, 0.08, 1.26], [-0.36, 0.87, 0.25], [0.36, 0.55, -1.67], [1.67, -1.01, -0.55], [0.15, -0.87, 1.36], [-2.14, 1.22, 0.65], [1.00, 1.16, -0.11], [-0.62, -2.00, -0.35], [0.28, -0.75, -1.36], [0.07, -1.09, 0.20], [-1.17, 0.60, -0.87], [0.44, 1.63, 0.54], [0.81, -0.58, 0.57], [-0.81, -0.52, 2.11], [0.40, 0.82, -1.45], [-0.94, 0.13, -0.49], [-0.87, -0.68, -1.41], [-0.07, -0.03, 0.21], [0.30, -0.19, 1.39], [2.03, 1.57, 0.41], [0.67, -1.73, -0.28], [-0.87, 1.12, 0.13], [1.09, 0.29, 1.25], [0.66, 0.37, -0.18], [-0.22, 0.42, -1.01], [-0.42, -1.33, -1.08], [0.21, -0.83, 0.57], [-0.19, -0.38, -0.58], [-1.70, 1.35, 1.05]], "total_charge": 1, "e_above_lowest_kcal_mol": 0.00, "lumo_ev": -2.36, "orbital_gap_ev": 8.82, "e_tot_ev": -499572.888}